C15H11NO2 | the ωB97M-V functional and the def2-TZVPD basis

Values from the calculation:
- HOMO level: -8.18 eV
- Frontier orbital gap: 7.36 eV
- SMILES: Cc1ccc(-c2onc3ccc(C=O)cc23)cc1
- ΔE to the lowest compared entry with this formula, charge and spin: 0.0 kcal per mole

Geometry as ORCA input:
```
! RIJCOSX wB97M-V def2-TZVPD def2/J DEFGRID3
* xyz 0 1
C 4.98925 1.14628 0.04041
C 3.62288 0.53952 -0.00417
C 3.42755 -0.79559 0.33814
C 2.16844 -1.35569 0.32100
C 1.05704 -0.58631 -0.03803
C -0.25438 -1.19112 -0.05083
O -0.34508 -2.52454 -0.07559
N -1.62806 -2.94024 -0.08827
C -2.37888 -1.85506 -0.06443
C -3.78832 -1.75543 -0.06019
C -4.33624 -0.51261 -0.01457
C -3.53379 0.66295 0.04084
C -4.17611 1.97778 0.11097
O -3.59617 3.03455 0.15636
C -2.15758 0.58923 0.03443
C -1.55647 -0.67240 -0.03601
C 1.25016 0.75023 -0.39269
C 2.51640 1.29790 -0.37253
H 5.20362 1.49889 1.05000
H 5.74804 0.41396 -0.22563
H 5.06116 1.99529 -0.63487
H 4.27664 -1.40070 0.62109
H 2.02668 -2.39115 0.59019
H -4.38399 -2.65278 -0.08965
H -5.41012 -0.39260 -0.01030
H -5.28360 1.93603 0.11808
H -1.58409 1.50061 0.10034
H 0.41376 1.35070 -0.71067
H 2.65129 2.33229 -0.65340
*
```

Electronic structure analysis, natural (NBO) charges in units of e: -0.631 0.011 -0.216 -0.172 -0.059 0.334 -0.240 -0.130 0.100 -0.208 -0.169 -0.201 0.421 -0.523 -0.109 -0.138 -0.177 -0.216 0.226 0.220 0.219 0.214 0.226 0.231 0.218 0.106 0.235 0.213 0.215

***

C4H12NO2 | the ωB97M-V functional and the def2-TZVPD basis

Values from the calculation:
- HOMO level: -14.40 eV
- Frontier orbital gap: 9.47 eV
- ΔE to the lowest compared entry with this formula, charge and spin: 67.0 kcal per mole

Geometry as ORCA input:
```
! RIJCOSX wB97M-V def2-TZVPD def2/J DEFGRID3
* xyz 1 1
C -1.88514 -1.07631 1.79568
C -0.81999 -1.78671 1.02343
C -0.24196 -1.23719 -0.02757
N -0.58107 0.07919 -0.60397
C -1.76547 0.33232 -0.97447
H -2.89860 -1.39913 1.56795
H -1.72649 -1.25458 2.87154
H -1.71937 0.02370 1.85332
H -0.38909 -2.51413 1.69473
H 0.62683 -1.61691 -0.58141
H 0.25045 0.60131 -1.00094
H -2.41959 -0.49312 -1.26600
H -1.90340 1.32110 -1.41575
H 3.41903 0.79498 0.94538
H 3.57379 2.18136 0.26568
O 3.60272 1.23378 0.10856
H 2.23258 1.60169 -1.60297
H 1.23270 1.94992 -2.65227
O 1.41207 1.25871 -2.00093
*
```

Electronic structure analysis, natural (NBO) charges in units of e: -0.694 -0.124 -0.085 -0.427 0.103 0.249 0.247 0.227 0.258 0.237 0.487 0.237 0.217 0.486 0.479 -0.958 0.518 0.497 -0.956

***

C3H6O3 | the ωB97M-V functional and the def2-TZVPD basis

Values from the calculation:
- HOMO level: -9.95 eV
- Frontier orbital gap: 8.31 eV
- ΔE to the lowest compared entry with this formula, charge and spin: 185.0 kcal per mole

Geometry as ORCA input:
```
! RIJCOSX wB97M-V def2-TZVPD def2/J DEFGRID3
* xyz 0 1
C 1.28020 0.48710 -0.07005
C 0.07985 -0.32615 -0.19511
C -1.37175 0.55009 -0.11176
H 1.75588 -1.39720 1.02527
H 1.36307 1.20649 0.90154
H 1.28967 1.15256 -1.13022
H -1.41644 0.87547 1.09685
H -1.36607 1.48602 -0.81041
H -1.56481 -1.40673 0.02848
O 2.32857 -0.51333 -0.33440
O -0.01936 -1.54292 -0.14062
O -2.35881 -0.57140 -0.25957
*
```

Electronic structure analysis, natural (NBO) charges in units of e: -0.231 0.572 -0.185 0.389 0.238 0.229 0.185 0.215 0.487 -0.601 -0.545 -0.752

***

C2H8CsO3 | the ωB97M-V functional and the def2-TZVPD basis

Values from the calculation:
- HOMO level: -13.59 eV
- Frontier orbital gap: 9.57 eV
- ΔE to the lowest compared entry with this formula, charge and spin: 10.5 kcal per mole

Geometry as ORCA input:
```
! RIJCOSX wB97M-V def2-TZVPD def2/J DEFGRID3
* xyz 1 1
Cs 1.49578 -1.61530 -2.41073
O -0.69353 0.62633 -3.58264
H -0.79198 -0.30900 -3.77979
H -1.49010 0.86284 -3.09428
C 0.38219 0.61098 1.98487
C -0.53384 -0.06179 1.00550
O 0.12383 -1.23664 0.50094
O 1.67615 0.83979 1.41776
H 0.45853 0.04926 2.92327
H -0.02056 1.58121 2.27359
H -0.76237 0.61054 0.16664
H -1.49761 -0.31069 1.45903
H -0.41499 -1.61379 -0.19748
H 2.06850 -0.03373 1.33332
*
```

Electronic structure analysis, natural (NBO) charges in units of e: 0.994 -0.935 0.447 0.490 -0.100 -0.092 -0.755 -0.704 0.182 0.206 0.161 0.189 0.452 0.463

***

C9H24NOSi | the ωB97M-V functional and the def2-TZVPD basis

Values from the calculation:
- HOMO level (spin up / spin down): -7.23 / -14.89 eV
- Frontier orbital gap (spin up / spin down): 4.88 / 5.87 eV
- <S²>: 2.004

Geometry as ORCA input:
```
! RIJCOSX wB97M-V def2-TZVPD def2/J DEFGRID3
* xyz 1 3
C -0.61968 2.69896 1.36378
C 1.71398 2.99316 2.36085
C 0.94403 -1.94132 0.78490
C -2.66268 -1.44893 -0.11195
C -0.88052 -2.87384 -2.21368
C -1.21903 0.17495 -2.47015
C 0.99522 0.83352 1.28604
C 0.83142 2.33766 1.24358
C 0.42119 -0.93370 -0.23340
N 1.70295 -0.77836 -1.23393
O 0.23479 0.31746 0.19659
Si -1.17227 -1.29764 -1.32566
H -1.09679 2.43654 2.36201
H -1.08715 2.26362 0.39303
H -0.84771 3.79522 1.34741
H 1.23852 2.71689 3.40772
H 1.84016 4.12455 2.25530
H 2.77949 2.59237 2.20768
H 0.20008 -1.76460 1.62091
H 0.84006 -2.99410 0.39617
H 2.01660 -1.56413 1.09215
H -3.39624 -1.96642 -0.69454
H -2.50344 -1.88192 0.82944
H -3.05700 -0.49078 0.16166
H -1.75675 -3.33629 -2.56725
H -0.29422 -2.78705 -3.10202
H -0.36127 -3.47180 -1.50021
H -0.99065 -0.08213 -3.48221
H -2.23117 0.56301 -2.44539
H -0.56106 0.99149 -2.18978
H 2.03042 0.57254 1.14380
H 0.77335 0.40911 2.26797
H 1.21808 2.56950 0.30040
H 2.27754 -1.71016 -1.18124
H 2.19971 -0.00931 -0.94385
H 1.28724 -0.69730 -2.23563
*
```

Electronic structure analysis, natural (NBO) charges in units of e: -0.626 -0.617 -0.719 -1.079 -1.149 -1.137 -0.091 -0.260 0.208 -1.003 -0.384 1.687 0.229 0.215 0.247 0.223 0.252 0.218 0.232 0.276 0.278 0.263 0.254 0.257 0.277 0.273 0.244 0.270 0.266 0.262 0.211 0.225 0.209 0.296 0.376 0.317

***

C4H9NO | the ωB97M-V functional and the def2-TZVPD basis

Values from the calculation:
- HOMO level: -7.98 eV
- Frontier orbital gap: 8.82 eV
- ΔE to the lowest compared entry with this formula, charge and spin: 83.8 kcal per mole

Geometry as ORCA input:
```
! RIJCOSX wB97M-V def2-TZVPD def2/J DEFGRID3
* xyz 0 1
C -1.06493 0.02396 1.25596
C 1.26505 1.24805 -0.43123
C -0.83446 -0.13136 -0.07700
N -1.80373 -0.65689 -0.94316
C 0.52234 -0.05197 -0.52734
O 1.07371 -1.04894 0.97983
H 1.98668 -1.35626 1.10371
H -1.42930 -1.08500 -1.77784
H -2.44269 -1.29199 -0.48380
H -0.40756 0.59694 1.88106
H -1.96023 -0.37168 1.71329
H 0.73725 -0.61406 -1.43959
H 2.33734 1.07777 -0.52500
H 1.07683 1.75267 0.51312
H 0.94369 1.90878 -1.24200
*
```

Electronic structure analysis, natural (NBO) charges in units of e: -0.358 -0.641 0.070 -0.806 0.137 -0.870 0.450 0.364 0.377 0.212 0.191 0.200 0.221 0.230 0.224